{"formula": "C22H42B2ClF4N6O5P2Zr", "method": "ωB97M-V/def2-TZVPD", "gap_ha": 0.297, "e_lumo_ha": -0.1293, "charge": 1, "species": ["Zr", "C", "C", "C", "C", "C", "N", "N", "B", "N", "N", "C", "C", "C", "C", "C", "N", "N", "C", "C", "C", "C", "C", "H", "H", "H", "H", "H", "H", "H", "H", "H", "H", "H", "H", "H", "H", "H", "H", "H", "H", "H", "H", "H", "H", "C", "P", "C", "C", "C", "P", "C", "C", "H", "H", "H", "H", "H", "H", "H", "H", "H", "H", "H", "H", "H", "H", "H", "H", "C", "O", "H", "H", "H", "H", "O", "Cl", "O", "O", "O", "F", "B", "F", "F", "F"], "positions_angstrom": [[-0.630, 0.405, -0.336], [2.706, -0.384, 1.749], [1.816, 0.680, 2.252], [1.960, 1.395, 3.437], [0.840, 2.194, 3.525], [0.456, 3.150, 4.603], [0.087, 1.962, 2.439], [0.692, 1.043, 1.620], [-1.177, 2.712, 2.019], [-2.312, 1.677, 1.918], [-2.044, 0.415, 1.450], [-3.090, -0.360, 1.796], [-3.169, -1.823, 1.541], [-4.032, 0.417, 2.456], [-3.512, 1.698, 2.508], [-4.111, 2.927, 3.100], [-0.871, 3.393, 0.672], [-0.283, 2.709, -0.353], [-0.077, 3.591, -1.338], [0.513, 3.191, -2.642], [-0.521, 4.847, -0.946], [-1.028, 4.681, 0.332], [-1.635, 5.700, 1.234], [3.525, 0.015, 1.150], [2.126, -1.111, 1.189], [3.136, -0.937, 2.580], [2.753, 1.298, 4.157], [1.158, 3.062, 5.429], [-0.546, 2.945, 4.978], [0.477, 4.181, 4.246], [-1.465, 3.546, 2.815], [-3.277, -2.045, 0.482], [-4.033, -2.229, 2.063], [-2.280, -2.331, 1.910], [-4.971, 0.079, 2.861], [-5.062, 2.681, 3.566], [-4.293, 3.675, 2.328], [-3.460, 3.370, 3.853], [0.557, 2.106, -2.716], [1.522, 3.588, -2.763], [-0.097, 3.558, -3.467], [-0.487, 5.759, -1.516], [-1.699, 6.653, 0.714], [-1.035, 5.839, 2.134], [-2.638, 5.409, 1.543], [3.250, 1.402, -1.239], [2.087, 0.010, -1.487], [3.111, -1.490, -1.237], [1.950, -0.150, -3.318], [0.996, -1.298, -3.643], [-0.663, -0.891, -2.981], [-1.636, -2.400, -3.233], [-1.271, 0.177, -4.331], [3.311, 1.993, -2.153], [4.246, 1.028, -1.006], [2.909, 2.044, -0.428], [3.978, -1.394, -1.894], [2.547, -2.378, -1.507], [3.452, -1.611, -0.218], [2.952, -0.330, -3.713], [1.595, 0.779, -3.764], [1.331, -2.240, -3.208], [0.914, -1.447, -4.721], [-1.696, -2.610, -4.302], [-2.640, -2.261, -2.837], [-1.173, -3.241, -2.724], [-1.086, -0.329, -5.280], [-0.768, 1.142, -4.334], [-2.338, 0.350, -4.231], [3.426, -4.480, 1.782], [2.570, -3.372, 2.025], [3.425, -5.186, 2.615], [4.435, -4.090, 1.667], [3.150, -5.011, 0.866], [1.678, -3.697, 2.183], [-1.927, 1.612, -1.951], [-3.276, 1.080, -1.622], [-4.054, 0.891, -2.782], [-3.880, 1.933, -0.665], [-2.904, -0.219, -1.025], [0.605, -3.440, -0.869], [-0.420, -3.302, 0.005], [-0.466, -1.554, 0.135], [-1.642, -3.567, -0.478], [-0.189, -3.631, 1.288]]}